(1)
126
Properties=species:S:1:pos:R:3 method="wB97M-V/def2-TZVPD" lumo_energy_ev="-9.36 / -9.21" charge=+3 spin_multiplicity=2 relative_energy_kj_mol=422.24
Ir 0.73 -0.27 -0.22
C 3.38 3.15 1.64
C 2.64 2.37 0.75
N 2.14 1.19 1.08
C 2.32 0.74 2.34
C 2.95 1.52 3.34
C 3.53 2.74 2.94
C 2.96 1.05 4.68
C 2.32 -0.13 5.00
C 1.80 -0.95 4.01
C 1.89 -0.59 2.66
N 1.63 -1.38 1.60
C 1.85 -2.70 1.55
C 2.57 -3.43 2.52
C 2.80 -4.79 2.38
C 2.37 -5.46 1.26
C 1.70 -4.78 0.23
C 1.29 -5.42 -0.96
C 0.65 -4.69 -1.93
C 0.45 -3.32 -1.71
N 0.83 -2.69 -0.62
C 1.43 -3.39 0.36
H 3.83 4.07 1.28
H 2.43 2.72 -0.25
H 4.09 3.32 3.65
H 3.43 1.65 5.44
H 2.25 -0.44 6.03
H 1.30 -1.87 4.28
H 3.00 -2.92 3.37
H 3.35 -5.31 3.14
H 2.59 -6.52 1.14
H 1.50 -6.47 -1.10
H 0.33 -5.13 -2.85
H -0.04 -2.73 -2.47
N 0.96 -0.64 -3.32
P -0.52 -0.24 -2.54
C -1.05 1.33 -3.29
C -0.15 2.22 -3.86
C -0.61 3.39 -4.43
C -1.96 3.69 -4.42
C -2.86 2.81 -3.83
C -2.41 1.63 -3.26
C -1.72 -1.39 -3.30
C -1.77 -1.50 -4.69
C -2.65 -2.38 -5.28
C -3.50 -3.15 -4.49
C -3.47 -3.03 -3.11
C -2.58 -2.15 -2.51
P 2.28 -0.31 -2.28
C 3.40 0.70 -3.32
C 4.05 1.80 -2.78
C 4.89 2.56 -3.58
C 5.10 2.20 -4.90
C 4.47 1.08 -5.42
C 3.62 0.32 -4.64
C 3.28 -1.83 -2.16
C 4.18 -1.83 -1.09
C 5.03 -2.90 -0.92
C 4.99 -3.97 -1.80
C 4.10 -3.97 -2.86
C 3.24 -2.90 -3.04
H 1.05 -0.45 -4.31
H 0.91 1.99 -3.87
H 0.09 4.07 -4.89
H -2.32 4.61 -4.85
H -3.92 3.03 -3.83
H -3.11 0.94 -2.81
H -1.11 -0.89 -5.30
H -2.69 -2.47 -6.35
H -4.19 -3.83 -4.95
H -4.13 -3.62 -2.50
H -2.52 -2.05 -1.43
H 3.89 2.06 -1.74
H 5.39 3.42 -3.16
H 5.76 2.78 -5.52
H 4.64 0.79 -6.45
H 3.16 -0.57 -5.05
H 4.20 -0.99 -0.41
H 5.75 -2.91 -0.11
H 5.67 -4.80 -1.66
H 4.08 -4.80 -3.55
H 2.55 -2.88 -3.87
C -4.49 -3.89 2.53
N -3.31 -3.22 2.06
C -3.23 -1.79 1.89
C -1.79 -1.65 1.39
O -1.28 -0.57 1.08
N -1.22 -2.84 1.34
C -2.12 -3.75 1.76
N -1.82 -5.04 1.80
H -4.56 -3.86 3.61
H -4.50 -4.92 2.18
H -5.36 -3.38 2.11
H -3.39 -1.26 2.83
H -3.95 -1.42 1.15
H -0.89 -5.33 1.54
H -2.45 -5.72 2.20
C -5.11 4.67 2.06
C -4.09 5.04 0.98
C -3.36 3.82 0.42
N -2.55 3.21 1.45
C -1.45 2.50 1.29
S -0.78 2.19 -0.24
N -0.81 1.97 2.37
C -1.01 2.10 3.76
O -0.58 1.21 4.45
C -1.67 3.32 4.28
C -2.52 3.20 5.38
C -3.11 4.33 5.93
C -2.83 5.58 5.40
C -1.96 5.71 4.33
C -1.38 4.59 3.77
H -5.66 5.56 2.36
H -4.64 4.27 2.96
H -5.81 3.94 1.68
H -3.37 5.75 1.37
H -4.62 5.52 0.16
H -2.73 4.10 -0.43
H -4.09 3.09 0.07
H -2.87 3.39 2.39
H -0.23 1.17 2.15
H -2.71 2.22 5.80
H -3.78 4.23 6.77
H -3.28 6.46 5.84
H -1.72 6.69 3.95
H -0.68 4.69 2.95



(2)
45
Properties=species:S:1:pos:R:3 method="wB97M-V/def2-TZVPD" lumo_energy_ev="-14.26 / -14.27" charge=+3 spin_multiplicity=1 relative_energy_kj_mol=262.88
Pt -0.09 -0.70 -0.28
C -2.05 -2.30 -1.16
C -3.11 -1.23 -0.89
N -2.45 0.03 -0.52
C -2.69 1.06 -1.51
C -1.82 2.30 -1.46
C -2.62 0.36 0.90
C -1.55 1.28 1.50
N -0.25 1.03 0.96
C 0.78 1.85 1.23
C 1.95 1.80 0.42
F 1.99 0.84 -0.53
C 2.99 2.72 0.53
F 4.00 2.65 -0.29
C 2.95 3.72 1.51
C 1.87 3.74 2.40
F 1.83 4.62 3.37
C 0.80 2.85 2.26
F -0.20 2.92 3.12
H -2.52 -3.20 -1.56
H -1.55 -2.62 -0.22
H -1.34 -1.96 -1.93
H -3.77 -1.57 -0.09
H -3.71 -1.09 -1.78
H -3.75 1.37 -1.44
H -2.58 0.61 -2.50
H -2.08 2.99 -0.65
H -1.97 2.85 -2.39
H -0.77 2.03 -1.41
H -2.62 -0.58 1.46
H -3.59 0.84 1.06
H -1.56 1.11 2.59
H -1.82 2.34 1.38
H 3.74 4.46 1.59
Cl 3.12 -4.58 2.11
C 2.71 -3.84 0.63
C 3.37 -4.15 -0.57
C 2.97 -3.53 -1.74
C 1.95 -2.58 -1.70
N 1.33 -2.27 -0.56
C 1.68 -2.87 0.57
H 4.19 -4.86 -0.58
H 3.44 -3.77 -2.68
H 1.65 -2.05 -2.60
H 1.15 -2.63 1.49



(3)
10
Properties=species:S:1:pos:R:3 method="wB97M-V/def2-TZVPD" lumo_energy_ev=-0.51 spin_multiplicity=1 relative_energy_kj_mol=108.81 smiles="O=c1nccn[nH]1"
O 0.54 0.46 2.44
C 0.48 0.12 1.28
N 1.18 0.74 0.23
C 0.59 0.74 -0.92
C -0.53 -0.12 -1.23
N -0.96 -0.98 -0.36
N -0.38 -0.91 0.85
H 0.93 1.48 -1.66
H -0.97 -0.15 -2.22
H -0.89 -1.38 1.59



(4)
50
Properties=species:S:1:pos:R:3 method="wB97M-V/def2-TZVPD" lumo_energy_ev=0.41 spin_multiplicity=1 relative_energy_kj_mol=396.74 smiles="O=C(NCc1ccc(-c2noc(CCC3CC3)n2)cc1)[C@H]1NCC[C@@H]1O"
O 6.11 -0.14 1.79
C 5.02 -0.65 1.95
N 3.86 0.01 1.65
C 3.83 1.24 0.89
C 2.47 1.35 0.28
C 2.12 0.53 -0.82
C 0.82 0.62 -1.38
C -0.14 1.50 -0.80
C -1.48 1.59 -1.40
N -1.80 1.00 -2.53
O -3.17 1.27 -2.70
C -3.56 1.99 -1.60
C -4.98 2.40 -1.43
C -5.91 1.20 -1.09
C -7.35 1.69 -1.01
C -8.37 0.61 -1.16
C -8.24 1.67 -2.25
N -2.55 2.26 -0.83
C 0.23 2.38 0.25
C 1.53 2.26 0.81
C 4.94 -2.15 2.25
N 3.58 -2.79 2.27
C 3.56 -3.78 1.16
C 4.99 -4.24 1.02
C 5.79 -2.99 1.28
O 7.08 -3.24 1.79
H 3.00 -0.57 1.71
H 4.61 1.21 0.13
H 4.04 2.08 1.55
H 2.88 -0.13 -1.23
H 0.52 -0.04 -2.20
H -5.32 2.89 -2.34
H -5.06 3.13 -0.66
H -5.59 0.72 -0.15
H -5.78 0.44 -1.86
H -7.55 2.45 -0.27
H -8.02 -0.38 -1.43
H -9.21 0.63 -0.54
H -8.96 2.47 -2.26
H -7.83 1.35 -3.21
H -0.47 3.12 0.60
H 1.76 2.91 1.63
H 5.35 -2.24 3.22
H 3.42 -3.28 3.14
H 2.86 -4.58 1.39
H 3.26 -3.25 0.24
H 5.19 -4.71 0.04
H 5.16 -4.95 1.86
H 5.85 -2.49 0.31
H 7.53 -2.38 1.97



(5)
98
Properties=species:S:1:pos:R:3 method="wB97M-V/def2-TZVPD" lumo_energy_ev="-7.83 / -11.62" charge=+3 spin_multiplicity=5 relative_energy_kj_mol=0.00
Pt -0.05 -0.94 0.37
C -1.48 3.76 6.68
C -1.17 2.54 5.88
C -0.11 1.70 6.24
C 0.17 0.55 5.53
C -0.63 0.23 4.43
C -1.70 1.04 4.05
C -1.96 2.19 4.78
S -0.22 -1.14 3.42
O -1.32 -1.40 2.48
O 0.36 -2.24 4.11
N 0.86 -0.49 2.34
C 2.16 -0.76 2.14
C 3.17 -0.85 3.13
C 4.47 -1.04 2.71
C 4.73 -1.14 1.35
C 3.66 -1.08 0.43
N 2.42 -0.88 0.82
H -0.58 4.20 7.11
H -2.13 3.49 7.51
H -2.01 4.50 6.09
H 0.49 1.95 7.10
H 0.96 -0.12 5.83
H -2.32 0.74 3.22
H -2.80 2.81 4.50
H 2.91 -0.78 4.18
H 5.27 -1.10 3.43
H 5.74 -1.27 0.99
H 3.83 -1.19 -0.64
C -0.98 -0.77 -6.59
C 0.28 -0.07 -6.05
C 0.23 1.41 -6.45
C 1.54 -0.71 -6.67
C 0.31 -0.26 -4.55
C 0.44 -1.54 -4.00
C 0.47 -1.70 -2.63
N 0.38 -0.66 -1.79
C 0.26 0.58 -2.29
C 0.22 0.80 -3.65
C 0.18 1.67 -1.29
C 0.32 3.01 -1.61
C 0.23 4.00 -0.64
C 0.04 3.56 0.68
C -0.07 2.21 0.94
N -0.01 1.29 -0.02
C 0.34 5.48 -0.95
C 1.62 6.02 -0.28
C -0.89 6.21 -0.38
C 0.42 5.75 -2.46
H -1.03 -0.64 -7.67
H -1.89 -0.34 -6.16
H -0.97 -1.84 -6.38
H 0.24 1.48 -7.54
H 1.11 1.95 -6.09
H -0.68 1.90 -6.10
H 1.55 -0.53 -7.74
H 1.56 -1.79 -6.51
H 2.44 -0.28 -6.24
H 0.50 -2.42 -4.62
H 0.58 -2.67 -2.18
H 0.10 1.81 -4.03
H 0.50 3.29 -2.64
H -0.02 4.26 1.50
H -0.21 1.85 1.95
H 1.59 5.89 0.80
H 1.71 7.08 -0.49
H 2.51 5.51 -0.67
H -0.92 6.15 0.71
H -1.81 5.79 -0.78
H -0.84 7.26 -0.66
H 1.32 5.32 -2.90
H 0.46 6.82 -2.62
H -0.47 5.37 -2.97
C -3.42 0.55 0.32
S -2.62 -0.85 -0.50
C -3.43 -2.25 0.29
H -3.79 0.23 1.30
H -4.25 0.87 -0.30
H -2.70 1.36 0.42
H -4.51 -2.09 0.24
H -3.10 -2.33 1.32
H -3.17 -3.14 -0.27
N -0.12 -3.15 0.29
C -0.02 -4.29 0.49
N 0.08 -5.56 0.68
C -0.58 -6.54 -0.21
C -1.41 -7.49 0.66
O -0.61 -8.07 1.66
C -0.06 -7.14 2.55
C 0.83 -6.14 1.81
H 0.19 -7.11 -0.73
H -1.20 -6.03 -0.93
H -1.79 -8.30 0.04
H -2.25 -6.94 1.10
H 0.54 -7.69 3.26
H -0.85 -6.60 3.09
H 1.70 -6.67 1.42
H 1.16 -5.34 2.48



(6)
10
Properties=species:S:1:pos:R:3 method="wB97M-V/def2-TZVPD" lumo_energy_ev=1.69 charge=-1 spin_multiplicity=1
C -2.19 0.90 1.61
O -3.09 1.52 2.11
O -1.57 -2.03 0.43
C -0.81 -1.06 0.57
C -1.22 0.19 1.20
O 0.43 -1.07 0.19
C 2.22 0.19 -2.38
O 2.20 1.13 -1.69
O 2.55 -0.68 -3.08
K 1.48 0.91 1.05



(7)
56
Properties=species:S:1:pos:R:3 method="wB97M-V/def2-TZVPD" lumo_energy_ev=0.37 spin_multiplicity=1 relative_energy_kj_mol=234.09 smiles="CCc1cnn2ccc(C(=O)N(C)[C@H](C)CNC(=O)[C@]3(C)CCCS3(=O)=O)nc12"
C -4.42 2.12 -3.11
C -5.20 0.81 -3.00
C -5.34 0.34 -1.58
C -6.46 0.33 -0.75
N -6.23 -0.14 0.48
N -4.92 -0.43 0.45
C -4.20 -0.94 1.48
C -2.89 -1.19 1.28
C -2.33 -0.89 0.00
C -0.85 -1.09 -0.22
O -0.13 -0.11 -0.36
N -0.39 -2.36 -0.21
C -1.25 -3.53 -0.36
C 1.05 -2.62 -0.33
C 1.85 -2.06 0.85
C 1.58 -2.14 -1.69
N 2.80 -2.85 -2.05
C 2.74 -4.14 -2.43
O 1.69 -4.72 -2.65
C 4.09 -4.85 -2.57
C 5.12 -4.01 -3.33
C 3.95 -6.25 -3.17
C 5.05 -7.13 -2.58
C 4.99 -6.93 -1.07
S 4.70 -5.18 -0.86
O 5.95 -4.50 -0.67
O 3.63 -4.97 0.09
N -3.01 -0.40 -0.99
C -4.33 -0.16 -0.77
H -4.34 2.44 -4.15
H -4.92 2.92 -2.55
H -3.42 2.01 -2.70
H -6.20 0.93 -3.43
H -4.69 0.04 -3.59
H -7.46 0.64 -1.00
H -4.75 -1.12 2.40
H -2.27 -1.60 2.07
H -1.16 -4.19 0.50
H -2.29 -3.23 -0.47
H -0.95 -4.08 -1.25
H 1.15 -3.70 -0.32
H 2.89 -2.39 0.76
H 1.80 -0.98 0.87
H 1.46 -2.46 1.79
H 0.83 -2.32 -2.46
H 1.79 -1.07 -1.66
H 3.68 -2.46 -1.77
H 4.70 -3.72 -4.29
H 5.42 -3.12 -2.79
H 6.03 -4.59 -3.50
H 2.96 -6.64 -2.90
H 3.99 -6.20 -4.25
H 4.91 -8.18 -2.84
H 6.03 -6.83 -2.95
H 4.14 -7.45 -0.63
H 5.90 -7.18 -0.53



(8)
55
Properties=species:S:1:pos:R:3 method="wB97M-V/def2-TZVPD" lumo_energy_ev="-8.30 / -8.68" charge=+2 spin_multiplicity=1 relative_energy_kj_mol=0.54
Pb -0.52 -0.72 -2.23
C -0.20 2.75 -5.40
O 0.92 3.53 -4.91
C 1.66 3.27 -3.87
C 2.73 4.14 -3.66
C 3.58 3.97 -2.58
C 3.38 2.93 -1.67
C 2.34 2.02 -1.81
C 2.23 1.03 -0.80
N 1.34 0.05 -0.69
N 1.53 -0.64 0.41
C 0.62 -1.69 0.58
O -0.31 -1.90 -0.22
C 0.82 -2.51 1.77
C 1.87 -2.24 2.66
C 2.03 -3.04 3.78
C 1.16 -4.10 4.01
C 0.11 -4.36 3.13
C -0.06 -3.58 2.01
C 1.42 2.15 -2.94
O 0.48 1.36 -3.13
H -1.01 2.76 -4.67
H 0.12 1.74 -5.61
H -0.50 3.26 -6.30
H 2.88 4.94 -4.37
H 4.41 4.65 -2.45
H 4.06 2.83 -0.83
H 2.97 1.08 0.00
H 2.55 -1.43 2.47
H 2.84 -2.85 4.47
H 1.29 -4.72 4.88
H -0.55 -5.19 3.31
H -0.85 -3.78 1.30
C -3.85 -1.58 0.19
N -3.20 -0.65 1.11
C -3.82 -0.59 2.44
C -2.35 0.28 0.68
S -2.37 0.75 -1.00
N -1.54 0.90 1.54
C -1.11 0.31 2.81
C -0.94 2.21 1.26
H -4.21 -2.43 0.77
H -3.15 -1.94 -0.55
H -4.70 -1.11 -0.31
H -4.90 -0.71 2.30
H -3.65 0.37 2.91
H -3.47 -1.39 3.09
H -1.30 -0.76 2.81
H -1.59 0.77 3.67
H -0.03 0.47 2.89
H -1.55 2.76 0.55
H 0.07 2.09 0.86
H -0.89 2.76 2.19
O 1.78 -4.61 -3.59
C 1.43 -3.59 -3.29



(9)
10
Properties=species:S:1:pos:R:3 method="wB97M-V/def2-TZVPD" lumo_energy_ev=0.36 spin_multiplicity=1 relative_energy_kj_mol=101.13 smiles=CO.SS
C 1.49 -0.04 0.39
O 2.46 0.99 0.37
H 0.88 -0.01 -0.52
H 1.95 -1.02 0.49
H 0.86 0.07 1.28
H 2.24 1.63 1.03
S -2.10 0.07 0.11
S -2.71 -0.65 -1.68
H -1.04 -0.72 -0.03
H -4.01 -0.33 -1.43



Please write out number 7 again, unchanged.
56
Properties=species:S:1:pos:R:3 method="wB97M-V/def2-TZVPD" lumo_energy_ev=0.37 spin_multiplicity=1 relative_energy_kj_mol=234.09 smiles="CCc1cnn2ccc(C(=O)N(C)[C@H](C)CNC(=O)[C@]3(C)CCCS3(=O)=O)nc12"
C -4.42 2.12 -3.11
C -5.20 0.81 -3.00
C -5.34 0.34 -1.58
C -6.46 0.33 -0.75
N -6.23 -0.14 0.48
N -4.92 -0.43 0.45
C -4.20 -0.94 1.48
C -2.89 -1.19 1.28
C -2.33 -0.89 0.00
C -0.85 -1.09 -0.22
O -0.13 -0.11 -0.36
N -0.39 -2.36 -0.21
C -1.25 -3.53 -0.36
C 1.05 -2.62 -0.33
C 1.85 -2.06 0.85
C 1.58 -2.14 -1.69
N 2.80 -2.85 -2.05
C 2.74 -4.14 -2.43
O 1.69 -4.72 -2.65
C 4.09 -4.85 -2.57
C 5.12 -4.01 -3.33
C 3.95 -6.25 -3.17
C 5.05 -7.13 -2.58
C 4.99 -6.93 -1.07
S 4.70 -5.18 -0.86
O 5.95 -4.50 -0.67
O 3.63 -4.97 0.09
N -3.01 -0.40 -0.99
C -4.33 -0.16 -0.77
H -4.34 2.44 -4.15
H -4.92 2.92 -2.55
H -3.42 2.01 -2.70
H -6.20 0.93 -3.43
H -4.69 0.04 -3.59
H -7.46 0.64 -1.00
H -4.75 -1.12 2.40
H -2.27 -1.60 2.07
H -1.16 -4.19 0.50
H -2.29 -3.23 -0.47
H -0.95 -4.08 -1.25
H 1.15 -3.70 -0.32
H 2.89 -2.39 0.76
H 1.80 -0.98 0.87
H 1.46 -2.46 1.79
H 0.83 -2.32 -2.46
H 1.79 -1.07 -1.66
H 3.68 -2.46 -1.77
H 4.70 -3.72 -4.29
H 5.42 -3.12 -2.79
H 6.03 -4.59 -3.50
H 2.96 -6.64 -2.90
H 3.99 -6.20 -4.25
H 4.91 -8.18 -2.84
H 6.03 -6.83 -2.95
H 4.14 -7.45 -0.63
H 5.90 -7.18 -0.53